Entry 1:
{
  "formula": "C26H61NOPS",
  "method": "ωB97M-V/def2-TZVPD",
  "e_tot_ha": -1896.418092,
  "homo_lumo_gap_ev": 9.166,
  "lumo_ev": -2.84,
  "charge": 1,
  "elements": ["C", "C", "C", "C", "C", "P", "N", "S", "C", "C", "C", "O", "H", "H", "H", "H", "H", "H", "H", "H", "H", "H", "H", "H", "H", "H", "H", "H", "H", "H", "H", "C", "C", "C", "C", "C", "C", "H", "H", "H", "H", "H", "H", "H", "H", "H", "H", "H", "H", "H", "H", "C", "C", "C", "C", "C", "C", "H", "H", "H", "H", "H", "H", "H", "H", "H", "H", "H", "H", "H", "H", "C", "C", "C", "C", "C", "C", "H", "H", "H", "H", "H", "H", "H", "H", "H", "H", "H", "H", "H", "H"],
  "positions_angstrom": [[4.183308, 3.043536, -1.974391], [4.183499, 1.597800, -2.645694], [3.640232, 0.593330, -1.536839], [3.592634, -0.924410, -2.018463], [4.627290, -1.238703, -3.200583], [1.870396, -1.537221, -2.449021], [0.910235, -1.892246, -1.024122], [2.168533, -3.457651, -3.368323], [0.981616, -0.492339, -3.722000], [0.730204, 1.063187, -3.102877], [0.005636, 1.102686, -1.618907], [-0.677748, 1.487336, -2.994955], [4.230637, 3.830207, -2.775776], [3.325940, 3.211490, -1.268970], [5.119331, 3.177610, -1.351583], [5.261393, 1.390514, -2.913963], [3.612484, 1.552828, -3.610988], [4.405786, 0.631349, -0.702299], [2.674940, 0.938396, -1.074996], [3.944643, -1.561006, -1.148558], [4.171094, -0.859628, -4.164016], [4.792875, -2.352988, -3.264313], [5.613389, -0.737557, -2.999772], [-0.051942, -1.674028, -1.331605], [1.096925, -1.152540, -0.326324], [1.364255, -3.481629, -4.494502], [1.693049, -0.328021, -4.583250], [-0.025727, -0.866865, -4.032550], [1.543579, 1.855100, -3.313532], [-0.831070, 0.385520, -1.419012], [0.000437, 2.183709, -1.325466], [8.568038, 7.646391, -5.162108], [7.284987, 7.638636, -5.983404], [6.031731, 7.369797, -5.149804], [5.987710, 6.006453, -4.456072], [6.112281, 4.794371, -5.380691], [4.975063, 4.683630, -6.388759], [8.761575, 6.673578, -4.705396], [9.421709, 7.886882, -5.799419], [8.518801, 8.396902, -4.369528], [7.370443, 6.905811, -6.791780], [7.174315, 8.614311, -6.465743], [5.152285, 7.479240, -5.792803], [5.940750, 8.148450, -4.385008], [5.045361, 5.932689, -3.900411], [6.782542, 5.955815, -3.704595], [6.118971, 3.888432, -4.763671], [7.070185, 4.811601, -5.908072], [4.007560, 4.628593, -5.881879], [5.091061, 3.778710, -6.990424], [4.958015, 5.533334, -7.073213], [-2.022983, -0.903550, 1.545436], [-1.078903, -1.556266, 2.550082], [-1.168850, -3.082617, 2.561165], [-2.528520, -3.654543, 2.968957], [-3.035157, -3.218907, 4.344315], [-2.135165, -3.665629, 5.489226], [-3.067977, -1.101228, 1.787768], [-1.882018, 0.180538, 1.550908], [-1.822562, -1.263060, 0.530459], [-1.265930, -1.157825, 3.551045], [-0.051772, -1.270912, 2.294956], [-0.394448, -3.474637, 3.228027], [-0.921409, -3.460127, 1.561859], [-2.464148, -4.747441, 2.944986], [-3.277639, -3.383160, 2.217503], [-4.029850, -3.649055, 4.497183], [-3.163016, -2.132554, 4.379444], [-2.022348, -4.752386, 5.495749], [-2.569014, -3.366647, 6.445978], [-1.142551, -3.215118, 5.422350], [-10.022195, -3.317869, 4.236273], [-9.447225, -4.563966, 4.897687], [-9.391420, -4.471320, 6.422879], [-8.497365, -3.360464, 6.978754], [-7.035868, -3.412991, 6.532818], [-6.310193, -4.673703, 6.984431], [-9.401840, -2.438869, 4.422594], [-10.079414, -3.457836, 3.154197], [-11.031153, -3.112909, 4.602069], [-8.452108, -4.770100, 4.491014], [-10.071572, -5.421177, 4.627598], [-9.062272, -5.436593, 6.821186], [-10.406356, -4.320850, 6.806224], [-8.535559, -3.401568, 8.072653], [-8.913224, -2.386178, 6.701941], [-6.516162, -2.545039, 6.951483], [-6.963928, -3.317114, 5.444806], [-6.337973, -4.771469, 8.072257], [-5.261769, -4.634672, 6.677103], [-6.749378, -5.571579, 6.545071]],
  "atomic_forces_ev_per_a": [[0.60, -0.08, -0.35], [0.03, 0.63, 1.12], [1.01, -0.08, -0.30], [0.88, -0.23, 0.42], [-0.85, -0.20, 0.09], [-0.51, -1.05, -0.42], [0.79, 1.78, -1.68], [-0.34, 0.40, -0.02], [0.40, 3.04, 0.81], [-2.55, -1.37, 2.37], [-1.51, 2.34, -4.98], [3.75, -1.05, -0.89], [-0.24, -0.63, 0.89], [0.57, -0.11, -0.92], [-1.01, -0.27, -0.69], [-1.28, -0.05, 0.33], [0.32, 0.13, 0.92], [-0.90, -0.10, -0.85], [0.85, -0.27, -0.65], [-0.84, 0.49, -0.82], [0.89, -0.47, 0.88], [-0.18, 1.32, -0.07], [-1.14, -0.46, -0.16], [0.25, -0.59, 0.36], [0.07, -0.51, -0.11], [0.36, 0.63, 0.92], [-0.88, -0.60, 0.70], [1.02, 0.00, 0.29], [-1.63, -1.35, 0.36], [1.65, 0.32, 1.10], [0.40, -1.61, 1.40], [0.08, -0.02, -0.14], [-0.03, 0.07, 0.09], [-0.12, 0.00, -0.12], [0.16, -0.03, 0.09], [-0.13, 0.04, 0.08], [0.11, -0.13, -0.09], [0.02, 0.04, 0.03], [0.00, -0.01, 0.09], [0.01, -0.06, 0.01], [-0.04, 0.02, 0.01], [-0.03, -0.07, -0.02], [0.01, -0.01, 0.04], [0.02, -0.03, -0.03], [0.00, 0.00, -0.02], [-0.03, 0.02, -0.02], [0.08, 0.02, 0.00], [-0.01, 0.02, 0.05], [-0.01, 0.07, -0.03], [-0.06, 0.06, -0.02], [-0.05, -0.03, 0.04], [0.11, 0.24, 0.22], [0.02, -0.13, -0.17], [0.11, -0.07, 0.10], [-0.13, 0.08, -0.09], [0.01, -0.14, -0.01], [-0.07, 0.12, 0.09], [0.03, -0.01, -0.12], [-0.09, -0.02, -0.05], [-0.11, -0.09, 0.00], [0.00, 0.00, -0.05], [0.02, -0.01, 0.10], [-0.04, 0.01, -0.02], [0.01, 0.02, 0.01], [0.00, 0.04, 0.01], [0.03, -0.02, 0.00], [0.01, 0.08, -0.05], [-0.02, -0.02, -0.03], [0.04, 0.04, -0.01], [0.08, -0.05, -0.01], [0.00, -0.05, 0.03], [0.08, -0.05, -0.15], [-0.11, 0.00, 0.07], [0.08, -0.12, 0.04], [-0.06, 0.13, -0.08], [-0.01, 0.02, 0.14], [0.11, 0.02, -0.14], [-0.05, 0.01, 0.01], [-0.04, 0.07, 0.04], [0.05, 0.04, 0.01], [-0.01, -0.01, 0.04], [0.07, 0.00, 0.01], [-0.01, 0.04, 0.01], [0.03, -0.01, -0.03], [0.02, 0.00, -0.03], [0.00, -0.04, 0.02], [-0.04, 0.00, -0.06], [-0.04, 0.01, 0.01], [-0.02, -0.04, -0.04], [-0.02, -0.08, 0.06], [0.01, 0.00, 0.05]],
  "mulliken_charge": [-1.127, -0.324, -0.741, 0.221, -1.394, 0.542, -0.479, -0.315, -0.873, 0.472, -0.732, -0.455, 0.093, 0.355, 0.419, 0.394, 0.228, 0.486, 0.117, 0.390, 0.302, 0.458, 0.348, 0.278, 0.359, 0.231, 0.360, 0.478, 0.227, 0.259, 0.410, -1.173, -0.407, -0.898, -0.438, -0.286, -1.212, 0.276, 0.379, 0.293, 0.226, 0.369, 0.339, 0.406, 0.271, 0.348, 0.198, 0.347, 0.250, 0.378, 0.339, -1.064, -0.372, -0.634, -0.861, 0.030, -1.338, 0.338, 0.365, 0.161, 0.331, 0.285, 0.341, 0.291, 0.427, 0.290, 0.110, 0.234, 0.295, 0.378, 0.397, -1.184, -0.332, -0.689, -0.828, -0.251, -1.067, 0.280, 0.373, 0.296, 0.238, 0.350, 0.303, 0.384, 0.368, 0.320, 0.393, 0.196, 0.334, 0.236, 0.286]
}



Entry 2:
{
  "formula": "C26H62Cl6N8O10",
  "method": "ωB97M-V/def2-TZVPD",
  "smiles": "COCCNCCOC.COCCNCCOC.ClC(Cl)Cl.ClC(Cl)Cl.CC(N)=O.CC(N)=O.CC(N)=O.CC(N)=O.CC(N)=O.CC(N)=O",
  "e_tot_ha": -4979.464510,
  "homo_lumo_gap_ev": 9.345,
  "lumo_ev": 0.34,
  "charge": 0,
  "elements": ["C", "O", "C", "C", "N", "C", "C", "O", "C", "H", "H", "H", "H", "H", "H", "H", "H", "H", "H", "H", "H", "H", "H", "H", "C", "O", "C", "C", "N", "C", "C", "O", "C", "H", "H", "H", "H", "H", "H", "H", "H", "H", "H", "H", "H", "H", "H", "H", "Cl", "C", "Cl", "Cl", "H", "Cl", "C", "Cl", "Cl", "H", "C", "C", "N", "O", "H", "H", "H", "H", "H", "C", "C", "N", "O", "H", "H", "H", "H", "H", "C", "C", "N", "O", "H", "H", "H", "H", "H", "C", "C", "N", "O", "H", "H", "H", "H", "H", "C", "C", "N", "O", "H", "H", "H", "H", "H", "C", "C", "N", "O", "H", "H", "H", "H", "H"],
  "positions_angstrom": [[-4.502856, -2.623315, 3.417012], [-3.631323, -1.555292, 3.226780], [-4.011033, -0.413213, 3.908629], [-3.098056, 0.748414, 3.353943], [-1.956793, 0.844704, 4.258489], [-0.866880, 1.652267, 3.670548], [0.066416, 2.096021, 4.798378], [-0.525556, 3.238147, 5.359532], [0.025273, 3.761054, 6.557291], [-5.502101, -2.351423, 3.076889], [-4.676759, -2.881302, 4.461663], [-4.260345, -3.471171, 2.776370], [-3.942314, -0.522148, 4.990993], [-5.092341, -0.458984, 3.779135], [-3.595920, 1.702820, 3.182681], [-2.773633, 0.483827, 2.347535], [-2.234386, 1.361826, 5.080447], [-1.303708, 2.520377, 3.176920], [-0.423122, 1.018171, 2.903021], [1.039558, 2.168479, 4.312735], [0.168664, 1.304647, 5.540925], [1.108929, 3.667974, 6.628834], [-0.376423, 3.133548, 7.352880], [-0.122003, 4.799154, 6.855216], [4.902691, -2.220293, -1.230769], [4.163577, -2.118155, -2.460829], [3.084197, -1.164111, -2.367506], [2.222053, -1.383954, -3.544482], [2.587972, -0.657388, -4.762926], [1.641390, -1.014064, -5.814655], [2.037073, -0.358272, -7.136097], [2.880359, -1.347446, -7.667262], [3.850419, -0.802211, -8.533548], [5.416004, -3.178438, -1.311840], [4.335470, -2.207567, -0.300066], [5.678495, -1.455302, -1.199034], [3.496769, -0.155213, -2.364168], [2.458265, -1.289939, -1.484065], [1.260392, -0.930466, -3.304404], [2.025816, -2.442804, -3.713107], [3.502224, -0.878357, -5.130913], [0.627793, -0.734052, -5.527761], [1.658435, -2.102047, -5.878743], [2.526270, 0.605974, -6.998238], [1.166566, -0.195505, -7.771565], [4.599877, -0.176239, -8.049236], [3.391012, -0.246913, -9.351283], [4.361341, -1.661199, -8.968507], [-0.830933, -2.911669, -4.700855], [-1.649714, -3.617267, -3.273760], [-0.463944, -4.344825, -2.192343], [-2.993299, -4.681087, -3.612464], [-2.054380, -2.789215, -2.691801], [-7.290262, -1.119565, -1.540700], [-5.598683, -1.526431, -1.671205], [-5.335500, -2.445390, -3.157300], [-4.976709, -2.371896, -0.268052], [-5.058920, -0.587271, -1.792576], [2.147793, 1.980236, -0.150223], [2.126454, 2.853831, 1.026259], [3.198881, 3.556332, 1.424675], [1.134364, 2.902161, 1.789625], [2.277124, 0.947779, 0.174443], [2.926956, 2.095536, -0.903685], [1.188161, 2.041697, -0.663470], [3.178966, 4.115660, 2.265413], [3.910290, 3.720201, 0.726716], [0.186913, 3.717725, -3.723072], [0.751412, 2.330034, -3.633294], [1.777239, 2.066863, -4.458487], [0.264730, 1.473918, -2.888389], [0.864495, 4.523432, -4.005576], [-0.398616, 3.991399, -2.845364], [-0.556044, 3.585427, -4.509602], [2.077010, 1.102419, -4.449404], [2.169970, 2.693373, -5.146488], [-3.391865, 2.728970, -1.991251], [-2.336147, 3.213746, -1.002586], [-1.725764, 2.293439, -0.213706], [-2.349152, 4.410801, -0.625509], [-2.989690, 1.917576, -2.597879], [-3.778589, 3.578014, -2.554877], [-4.247488, 2.338578, -1.440266], [-1.242315, 2.738660, 0.553198], [-1.410963, 1.447067, -0.666104], [-1.276936, -1.621740, 6.445830], [-0.549973, -2.385854, 5.350404], [-0.559448, -1.918107, 4.121721], [0.027265, -3.415520, 5.661438], [-2.301877, -1.448858, 6.117657], [-0.794312, -0.668607, 6.661991], [-1.372344, -2.315082, 7.281466], [-0.201184, -2.588188, 3.456342], [-1.178560, -1.136682, 3.959950], [2.920637, -0.443815, 3.358108], [2.534908, -1.595319, 2.463624], [3.026931, -2.756030, 2.695996], [1.773664, -1.389908, 1.546740], [3.343881, 0.402578, 2.817201], [3.622981, -0.791432, 4.115718], [2.029484, -0.124783, 3.898632], [2.747779, -3.465348, 2.033382], [3.447110, -3.058708, 3.563137], [-1.564530, -1.701729, 0.724371], [-1.515098, -0.839827, -0.500401], [-0.285619, -0.346069, -0.813257], [-2.462965, -0.549098, -1.157341], [-0.592845, -2.092573, 1.026335], [-2.233381, -2.556919, 0.627480], [-1.835026, -1.054037, 1.558297], [-0.117752, 0.292105, -1.577892], [0.477679, -0.511331, -0.172811]],
  "atomic_forces_ev_per_a": [[-1.13, -0.05, -0.33], [1.49, -1.35, -0.38], [-0.54, 0.76, -0.62], [-1.07, -0.83, 0.78], [0.30, 0.32, -0.50], [-0.90, -0.75, 0.61], [-0.13, -0.73, -1.05], [0.12, 1.63, -0.24], [0.66, -1.49, 0.83], [-0.39, 0.35, -0.22], [0.59, -0.35, 0.24], [0.61, -0.01, 0.39], [0.68, 0.07, 0.34], [-0.48, 1.57, -0.40], [-0.39, 0.17, 0.40], [0.13, -0.31, 0.11], [-0.34, -0.10, 0.30], [0.34, 0.35, -0.09], [0.57, 0.22, 0.06], [0.38, 1.03, 0.33], [-0.16, -0.26, 0.24], [0.28, -0.30, -0.42], [0.03, 0.10, 0.48], [-0.89, 0.11, -1.02], [0.58, -0.44, -1.22], [-0.56, 0.48, 1.63], [1.11, -0.63, -0.26], [-1.08, 0.93, -0.70], [-0.04, 0.02, -0.01], [-0.31, 0.82, 0.26], [-0.73, -1.36, 0.91], [1.10, 0.73, -0.73], [0.09, -0.89, -0.69], [0.03, -0.02, 0.21], [-0.50, 0.12, -0.20], [-0.01, 0.28, 0.15], [0.01, 0.28, 0.06], [0.28, -0.32, 0.38], [-0.31, -0.18, 0.19], [0.24, -0.24, 0.02], [0.35, -0.31, 0.32], [0.00, 0.26, 0.26], [-0.25, -0.12, -0.72], [0.26, 0.03, 0.17], [-0.11, -0.02, -0.22], [-0.10, 0.15, 0.35], [-0.09, 0.18, -0.08], [0.12, 0.10, -0.06], [-0.59, -0.55, 0.33], [0.03, 1.00, 0.56], [0.19, -0.31, -0.04], [0.35, -0.35, -0.41], [-0.02, 0.06, -0.37], [-0.54, 0.04, 0.31], [0.48, 0.52, -0.51], [0.05, -0.03, 0.03], [-0.20, -0.09, 0.08], [0.12, -0.31, 0.24], [0.05, -0.78, -1.30], [-2.30, 0.77, 3.31], [1.51, 0.04, -1.26], [0.85, -0.57, -1.50], [-0.20, -0.09, 0.35], [0.19, 0.58, 0.16], [0.02, 0.02, 0.12], [-0.29, -0.10, -0.30], [0.17, 0.11, 0.44], [-0.88, -0.09, -0.02], [0.17, 0.69, 0.22], [-0.20, -0.02, 0.27], [0.33, 0.37, -0.47], [0.13, -0.27, 0.02], [0.29, -0.07, 0.14], [-0.15, 0.39, -0.27], [0.67, -0.69, -0.36], [-0.36, 0.09, 0.39], [0.75, 0.01, -0.17], [-2.19, 2.30, 2.19], [-0.04, 0.27, -0.95], [0.44, -1.68, -1.24], [-0.19, 0.05, -0.27], [0.37, -0.14, -0.21], [0.21, -0.12, 0.30], [0.61, -0.41, -0.04], [0.02, 0.10, 0.57], [-0.61, -0.45, -0.56], [0.13, -0.62, 2.36], [0.11, 0.37, -0.73], [0.44, -0.61, -0.18], [0.02, 0.41, -0.09], [-0.09, -0.14, 0.21], [0.48, 0.38, 0.18], [-0.24, 0.53, -0.43], [-0.02, 0.13, -0.63], [0.19, -0.49, 0.92], [-0.68, 3.93, 0.46], [1.45, -3.82, 0.55], [-1.07, 0.18, -1.83], [-0.13, -0.18, -0.15], [0.20, 0.23, 0.04], [-0.10, 0.12, -0.18], [-0.01, -0.19, 0.25], [-0.01, 0.31, -0.21], [0.55, -0.28, 0.61], [2.60, -0.52, 0.76], [0.57, -0.51, 0.80], [-2.69, 0.43, -1.64], [0.22, 0.05, -0.39], [-0.25, 0.41, -0.01], [-0.50, -0.25, -0.06], [-0.23, -0.06, -0.28], [-0.02, -0.12, 0.02]],
  "mulliken_charge": [-1.099, 0.217, -1.045, -0.277, -0.336, 0.311, -1.003, -0.360, -0.872, 0.387, 0.313, 0.287, 0.320, 0.657, 0.518, -0.232, 0.383, 0.385, -0.021, 0.402, 0.365, 0.329, 0.321, 0.265, -0.474, -0.416, 0.314, -0.330, -0.549, -0.494, -0.802, -0.337, -0.802, 0.314, 0.008, 0.282, 0.240, -0.149, -0.035, 0.480, 0.261, 0.244, 0.593, 0.300, 0.410, 0.321, 0.314, 0.266, -0.135, 0.977, -0.153, -0.137, -0.597, -0.154, 0.634, -0.138, -0.116, -0.298, 0.365, 0.145, -0.420, -0.571, -0.190, 0.520, -0.422, 0.250, 0.204, -1.263, 0.702, -0.232, -0.631, 0.379, 0.194, 0.330, 0.124, 0.226, -0.992, 0.681, 0.308, -0.733, 0.224, 0.351, 0.320, 0.022, -0.101, -0.431, 0.530, 0.387, -0.732, 0.043, 0.077, 0.341, 0.122, -0.369, -0.806, 0.628, -0.311, -0.605, 0.102, 0.530, -0.088, 0.256, 0.213, -0.647, 0.182, 1.118, -0.406, 0.301, 0.297, -0.171, 0.072, -0.474]
}